{
  "formula": "C6H15N",
  "method": "wB97M-V/def2-TZVPD",
  "symbols": ["C", "C", "C", "C", "C", "C", "N", "H", "H", "H", "H", "H", "H", "H", "H", "H", "H", "H", "H", "H", "H", "H"],
  "positions_angstrom": [[2.32, -1.79, 0.32], [1.79, -1.05, -0.84], [0.22, -0.84, -0.71], [-0.03, 0.09, 0.48], [-0.54, 1.40, -0.08], [-2.02, 1.42, -0.36], [-2.77, 1.17, 0.89], [2.57, -2.91, 0.27], [1.71, -1.79, 1.15], [3.22, -1.23, 0.71], [2.04, -1.49, -1.80], [2.00, 0.15, -0.83], [-0.32, -1.75, -0.62], [-0.20, -0.42, -1.59], [-0.46, -0.17, 1.36], [0.75, 0.41, 1.13], [-0.07, 1.81, -1.03], [-0.32, 2.13, 0.69], [-2.43, 2.46, -0.81], [-2.32, 0.58, -1.06], [-2.58, 0.16, 1.03], [-2.55, 1.67, 1.72]],
  "nbo_charge": [-0.8216, -0.4061, -0.4018, -0.8592, -0.4933, -0.2135, -0.9186, 0.1935, 0.2072, 0.1958, 0.1866, 0.1873, 0.1825, 0.1800, 0.2086, 0.1931, 0.1773, 0.1859, 0.1638, 0.1704, 0.3433, 0.3387],
  "homo_lumo_gap_ha": [0.0947, 0.3475],
  "charge": -1,
  "e_lumo_ev": [4.0, 3.9],
  "s2": 0.7504,
  "multiplicity": 2,
  "relative_energy_kcal_mol": 51.07,
  "e_homo_ha": [0.052, -0.203]
}